This record from the OMol25 dataset describes an isolated ion of composition C3H3O3S and charge -1. The level of theory is the ωB97M-V functional and the def2-TZVPD basis.

Output
Highest occupied orbital energy   -0.172 Ha
Charge   -1
Energy relative to the best compared isomer or geometry (same formula, charge and spin)   176.58 kJ/mol
Gap between HOMO and LUMO   8.35 eV

```
10
Properties=species:S:1:pos:R:3:forces:R:3:lowdin_charge:R:1
C 1.2336 -1.1507 -0.4760 -2.3 -1.1 -0.3 -0.4634
C -1.9909 0.2827 0.3724 -1.9 0.9 -1.0 -0.8580
C 1.6401 0.2626 -0.4334 -4.4 0.3 -0.4 -0.2246
O -2.5427 1.0251 1.1797 0.5 -0.1 0.4 -0.0278
O -2.1752 0.1534 -0.8485 0.9 -0.4 0.3 -0.0689
O -1.0494 -0.6165 1.0015 0.3 0.4 0.5 -0.4415
S -0.2023 -1.6724 0.1347 2.2 -0.3 -1.0 0.9103
H 2.4252 0.4978 -1.0663 1.3 0.7 -1.3 0.0240
H 0.7186 0.9959 -0.4038 1.9 -1.1 -0.5 0.1204
H 1.9430 0.2221 0.5397 1.5 0.7 3.1 0.0295
```
Forces are in eV/Å.

=====

This record from the OMol25 dataset describes an isolated ion of composition C3H3O3S and charge -1. The level of theory is the ωB97M-V functional and the def2-TZVPD basis.

Output
Highest occupied orbital energy   -0.173 Ha
Charge   -1
SMILES string   O=C([O-])[C@]1(S)CO1
Energy relative to the best compared isomer or geometry (same formula, charge and spin)   108.86 kJ/mol
Gap between HOMO and LUMO   8.15 eV

```
10
Properties=species:S:1:pos:R:3:forces:R:3:lowdin_charge:R:1
O 0.9298 2.3904 1.4757 -0.7 0.7 0.4 -0.0506
C 1.1743 1.5238 0.6438 2.3 -1.1 -0.2 -0.6947
O 2.3129 1.0439 0.3120 -1.7 0.8 0.1 -0.0810
C -0.0086 0.8000 -0.0344 -2.9 -2.0 0.1 -0.5452
S -1.7797 0.8141 0.9223 2.6 0.3 -0.8 0.6021
C 0.2708 -0.3999 -0.8763 0.8 0.3 0.5 -0.1572
O -0.2032 0.8147 -1.4154 0.2 1.2 -0.7 -0.0820
H -1.1222 1.7355 1.6543 -0.4 0.2 0.3 -0.1861
H 1.3535 -0.4541 -0.9474 0.0 -0.6 -0.4 0.0905
H -0.3296 -1.2901 -1.0823 -0.1 0.4 0.6 0.1042
```
Forces are in eV/Å.

=====

This record from the OMol25 dataset describes an isolated ion of composition C3H3O3S and charge -1. The level of theory is the ωB97M-V functional and the def2-TZVPD basis.

Output
Highest occupied orbital energy   -0.189 Ha
Charge   -1
SMILES string   O=S(=O)([O-])C1=CC1
Energy relative to the best compared isomer or geometry (same formula, charge and spin)   256.16 kJ/mol
Gap between HOMO and LUMO   9.19 eV

```
10
Properties=species:S:1:pos:R:3:forces:R:3:lowdin_charge:R:1
O 0.5997 2.3516 -0.3913 -0.2 1.4 -0.5 -0.3632
S 1.0791 1.2979 0.4438 -0.5 -1.9 1.2 0.3622
O 2.4550 0.8941 0.2336 -0.1 -0.1 -0.3 -0.3737
O 0.7219 1.3526 1.8658 0.0 0.2 -1.0 -0.3881
C 0.0094 -0.0687 -0.1941 -2.8 -2.7 -3.1 -0.1669
C -0.7953 -0.6755 -1.1529 2.4 3.0 1.6 -0.0673
C -0.8671 -1.3164 0.1917 0.9 3.1 -1.3 -0.1615
H -1.2303 -0.5959 -2.1919 0.6 -0.2 1.5 0.0864
H -1.6396 -1.0775 0.8441 -1.6 0.0 1.2 0.0467
H -0.3328 -2.1621 0.3511 1.2 -2.8 0.7 0.0255
```
Forces are in eV/Å.

=====

This record from the OMol25 dataset describes C3H3O4 as an isolated structure. The level of theory is the ωB97M-V functional and the def2-TZVPD basis.

Output
Highest occupied orbital energy   -0.137 Ha
Charge   -1
Energy relative to the best compared isomer or geometry (same formula, charge and spin)   44.76 kJ/mol
Gap between HOMO and LUMO   7.77 eV

```
10
Properties=species:S:1:pos:R:3:forces:R:3:lowdin_charge:R:1
C 1.1116 0.5728 -0.0309 0.1 -3.1 -0.8 -0.1040
C -0.0706 -0.0751 -0.2159 2.2 2.0 1.9 -0.2761
C -1.4908 0.5397 -0.0852 1.6 1.4 0.2 -0.6415
O -1.7652 1.7222 0.1151 0.3 -0.1 -0.4 -0.0095
O -2.2373 -0.4537 -0.0937 -2.8 -1.0 -0.2 0.0170
O 2.3208 -0.1662 0.0724 -0.5 0.4 0.2 -0.0643
O -0.1703 -1.4111 0.0095 0.8 0.6 -1.0 -0.0483
H 1.4656 1.5379 -0.0584 -0.6 2.4 -0.2 0.0755
H 2.0658 -1.0317 0.3747 -0.2 -0.8 0.1 0.0519
H -1.2295 -1.2348 -0.0876 -0.8 -1.9 0.3 -0.0007
```
Forces are in eV/Å.

=====

This record from the OMol25 dataset describes a 2-piece molecular cluster, C3H3O4 overall. The level of theory is the ωB97M-V functional and the def2-TZVPD basis.

Output
Highest occupied orbital energy   -0.085 Ha
Charge   -1
Energy relative to the best compared isomer or geometry (same formula, charge and spin)   507.21 kJ/mol
Gap between HOMO and LUMO   5.96 eV

```
10
Properties=species:S:1:pos:R:3:forces:R:3:lowdin_charge:R:1
C -4.2401 0.4463 -0.2479 0.6 2.4 0.7 -0.4969
C -0.9395 -1.5389 0.1103 -1.1 0.1 0.5 -0.3615
C 0.1910 -0.6337 -0.3910 -0.2 2.1 -1.9 -0.2168
O -4.0961 1.3787 0.4322 0.0 -0.2 0.7 0.1670
O -4.5066 -0.2846 -1.0771 -0.9 -2.1 -1.6 0.1964
O -1.5132 -1.0010 1.3416 0.9 0.0 0.0 -0.2057
O -2.2887 -0.7510 0.1522 1.3 -0.6 -0.6 -0.2598
H 1.0800 -0.6743 0.2643 -0.4 -0.2 0.0 0.0264
H -0.1486 0.5355 -0.4551 0.8 -2.4 0.1 0.0859
H 0.5784 -0.9801 -1.4651 -1.0 0.7 2.2 0.0651
```
Forces are in eV/Å.

=====

This record from the OMol25 dataset describes an isolated ion of composition C3H3O4S and charge -1. The level of theory is the ωB97M-V functional and the def2-TZVPD basis.

Output
Highest occupied orbital energy (alpha / beta)   -0.114 / -0.114 Ha
Charge   -1
Energy relative to the best compared isomer or geometry (same formula, charge and spin)   697.14 kJ/mol
Gap between HOMO and LUMO (alpha / beta)   6.76 / 6.76 eV

```
11
Properties=species:S:1:pos:R:3:forces:R:3:lowdin_charge:R:1
C -0.8094 -1.5181 0.4573 -0.3 0.6 1.1 -0.0185
C 1.2770 1.0534 -0.5541 -1.5 0.9 -0.8 -0.4300
C -1.2054 0.5654 -0.3765 0.6 4.4 1.0 -0.2953
O 2.1177 1.0015 0.6268 -1.0 -0.2 0.3 -0.3452
O 2.5263 -1.1168 -0.7486 1.0 -1.6 -0.3 -0.5362
O -1.1899 -0.2759 0.7194 -0.4 -1.4 0.9 -0.2156
O -0.1261 1.5430 -0.2498 -0.9 -1.6 -0.1 -0.2043
S 1.5518 -0.5132 0.1476 1.2 0.4 0.1 0.8073
H -0.7415 -1.9055 1.5209 0.1 -0.2 -0.6 0.0198
H -1.2929 -0.0387 -1.2199 0.7 -0.9 -1.9 0.0896
H -2.1076 1.2049 -0.3231 0.3 -0.3 0.2 0.1285
```
Forces are in eV/Å.